Entry 1:
Entry from the OMol25 dataset: 3 unconnected molecules or ions with the total composition C25H47B3O8 (ωB97M-V with the def2-TZVPD basis set).

total energy: -45104.1055 eV
SMILES string: COCCCCCCCCCB1OBOB(OC(=O)c2ccccc2)O1.CCOCC.CCOCC

```
83
C25H47B3O8 (ωB97M-V with the def2-TZVPD basis set)
C 2.618 -1.626 1.072
O 1.411 -1.810 0.386
C 1.135 -0.775 -0.539
C 0.044 -1.227 -1.467
C -1.305 -1.367 -0.767
C -1.983 -0.027 -0.438
C -3.484 0.027 -0.768
C -3.912 1.234 -1.597
C -4.151 2.579 -0.857
C -3.815 2.640 0.630
C -3.640 4.113 1.144
B -2.223 4.250 1.760
O -1.911 3.589 2.945
B -0.657 3.694 3.491
O 0.200 4.653 2.985
B 0.041 4.886 1.652
O 1.133 5.084 0.805
C 1.941 4.041 0.616
O 1.671 2.983 1.055
C 3.078 4.332 -0.265
C 3.237 5.595 -0.902
C 4.349 5.826 -1.739
C 5.310 4.793 -1.938
C 5.146 3.531 -1.307
C 4.035 3.300 -0.475
O -1.214 4.942 1.105
H 2.825 -2.520 1.646
H 3.445 -1.465 0.377
H 2.575 -0.771 1.748
H 2.035 -0.531 -1.107
H 0.837 0.126 -0.003
H -0.046 -0.470 -2.247
H 0.340 -2.161 -1.933
H -1.116 -1.884 0.169
H -1.962 -1.990 -1.363
H -1.844 0.170 0.621
H -1.480 0.787 -0.956
H -3.709 -0.851 -1.368
H -4.082 -0.064 0.133
H -4.835 0.966 -2.104
H -3.182 1.365 -2.389
H -5.203 2.832 -0.946
H -3.614 3.366 -1.378
H -2.919 2.073 0.834
H -4.637 2.200 1.181
H -4.384 4.343 1.899
H -3.745 4.806 0.318
H -0.298 2.992 4.376
H 2.503 6.365 -0.746
H 4.466 6.781 -2.222
H 6.165 4.972 -2.569
H 5.872 2.751 -1.464
H 3.895 2.349 0.005
C 5.780 -3.565 6.152
C 4.479 -3.515 5.368
O 4.624 -3.808 3.991
C 5.122 -5.097 3.685
C 4.244 -6.234 4.179
H 6.534 -2.936 5.678
H 5.614 -3.205 7.168
H 6.179 -4.578 6.223
H 4.071 -2.505 5.395
H 3.732 -4.173 5.826
H 6.146 -5.215 4.061
H 5.179 -5.121 2.597
H 4.228 -6.298 5.268
H 4.618 -7.184 3.797
H 3.219 -6.099 3.832
C -4.211 -3.877 -3.572
C -5.057 -2.617 -3.496
O -4.388 -1.448 -3.929
C -3.953 -1.446 -5.275
C -5.077 -1.577 -6.289
H -3.263 -3.730 -3.052
H -4.740 -4.708 -3.104
H -3.991 -4.164 -4.601
H -5.323 -2.415 -2.458
H -5.995 -2.752 -4.045
H -3.199 -2.225 -5.439
H -3.450 -0.487 -5.402
H -5.552 -2.558 -6.252
H -4.685 -1.438 -7.297
H -5.843 -0.822 -6.105
```

Entry 2:
Entry from the OMol25 dataset: a molecular structure, C25H47ClIMgNO3Si2 (ωB97M-V with the def2-TZVPD basis set).

relative energy (zero: lowest compared OMol25 entry of this formula, charge and spin): 3.7 kcal/mol
total energy: -76146.6795 eV

```
81
C25H47ClIMgNO3Si2 (ωB97M-V with the def2-TZVPD basis set)
O -0.511 1.236 0.547
O 1.357 2.269 -2.983
C -1.804 1.720 0.047
C -2.853 1.839 1.137
H -2.099 0.985 -0.711
H -1.638 2.690 -0.445
H -2.799 1.026 1.877
H -3.847 1.833 0.677
H -2.753 2.795 1.668
C 0.152 2.194 1.465
C 0.330 3.573 0.872
H 1.117 1.740 1.712
H -0.435 2.222 2.391
H 0.808 3.532 -0.115
H 0.974 4.167 1.530
H -0.626 4.089 0.800
C 2.775 2.184 -3.262
C 0.673 3.304 -3.705
C 3.614 2.807 -2.169
H 3.026 2.657 -4.229
H 3.013 1.112 -3.329
H 3.431 3.883 -2.099
H 4.668 2.654 -2.408
H 3.404 2.334 -1.206
C 1.221 4.688 -3.420
H -0.373 3.229 -3.389
H 0.713 3.099 -4.792
H 1.311 4.870 -2.345
H 0.538 5.435 -3.826
H 2.196 4.824 -3.892
H 0.024 0.731 -1.739
Mg -0.393 -0.728 1.284
C 0.373 -0.286 -2.025
Si 0.084 -0.700 -3.871
H 1.449 -0.331 -1.819
H -0.146 -1.020 -1.380
C -1.470 0.210 -4.452
C -0.101 -2.569 -4.040
C 1.449 -0.222 -5.077
C -1.820 -1.898 0.339
Si -2.281 -3.474 1.252
H -1.661 -2.094 -0.736
H -2.697 -1.218 0.390
C -2.359 -4.889 0.005
C -3.950 -3.264 2.096
C -1.037 -3.975 2.571
H 1.106 -0.345 -6.110
H 2.342 -0.847 -4.940
H 1.756 0.821 -4.960
H -2.359 -0.153 -3.919
H -1.644 0.064 -5.527
H -1.384 1.291 -4.280
H -0.634 -3.012 -3.189
H 0.894 -3.033 -4.093
H -0.645 -2.820 -4.961
H -4.617 -2.619 1.508
H -3.841 -2.828 3.100
H -4.421 -4.255 2.186
H -1.309 -3.575 3.557
H -0.017 -3.648 2.330
H -1.041 -5.074 2.634
H -2.881 -5.765 0.419
H -1.342 -5.200 -0.272
H -2.882 -4.570 -0.908
Cl 2.234 -0.959 7.700
C 1.226 -0.930 6.317
C -0.145 -1.141 6.474
C -1.023 -1.077 5.393
I -3.051 -1.505 5.645
C -0.527 -0.780 4.091
O -1.297 -0.617 3.067
C 0.916 -0.739 3.908
N 1.346 -0.719 2.611
C 2.660 -0.600 2.374
C 3.590 -0.483 3.419
C 3.183 -0.589 4.739
C 1.811 -0.742 5.026
H -0.549 -1.363 7.454
H 2.970 -0.584 1.325
H 4.626 -0.316 3.141
H 3.904 -0.554 5.549
```